{
  "formula": "C31H28N5O11Y",
  "method": "ωB97M-V/def2-TZVPD",
  "s2": 0.754,
  "e_tot_ha": -2336.99753,
  "orbital_gap_ev": [4.94, 7.12],
  "multiplicity": 2,
  "lumo_ev": [-4.4, -4.4],
  "mol_weight_da": 735.5,
  "charge": 1,
  "elements": ["Y", "C", "O", "H", "H", "H", "C", "C", "C", "C", "C", "C", "N", "O", "O", "H", "H", "H", "H", "H", "C", "C", "C", "C", "C", "C", "N", "O", "O", "H", "H", "H", "H", "H", "C", "C", "C", "C", "C", "C", "N", "O", "O", "H", "H", "H", "H", "H", "C", "C", "C", "C", "C", "C", "N", "O", "O", "H", "H", "H", "H", "H", "C", "C", "C", "C", "C", "C", "N", "O", "O", "H", "H", "H", "H", "H"],
  "positions_angstrom": [[2.1020, 0.1168, -3.4946], [-0.0279, -0.7403, -0.6495], [0.9455, -0.3023, -1.5405], [-0.1816, 0.1584, -0.0523], [-1.0472, -0.8745, -1.0117], [0.2579, -1.4511, 0.1258], [0.5973, -7.1487, 1.0002], [1.0837, -6.0071, 0.2667], [0.1051, -5.0666, -0.1164], [-1.2427, -5.4288, -0.1426], [-1.6118, -6.6141, 0.4768], [-0.7539, -7.4558, 1.1866], [-2.2842, -4.6500, -0.8745], [-3.4425, -5.0577, -1.0458], [-1.8786, -3.5414, -1.2425], [1.3954, -7.7516, 1.4077], [2.1470, -5.8263, 0.3225], [0.4638, -4.0946, -0.4215], [-2.6603, -6.8613, 0.3995], [-1.0506, -8.3934, 1.6330], [-2.7799, 4.7581, 0.0733], [-2.4276, 5.6702, -0.9040], [-1.6003, 5.2594, -1.9476], [-0.9870, 4.0417, -1.9677], [-1.3488, 3.1222, -0.9768], [-2.2732, 3.4460, 0.0199], [-0.0336, 3.6417, -2.9759], [0.0252, 4.2975, -4.0446], [0.6429, 2.6430, -2.7823], [-3.4601, 5.1324, 0.8241], [-2.9687, 6.6049, -0.8964], [-1.5377, 6.0486, -2.6822], [-1.0256, 2.0927, -1.0231], [-2.5192, 2.6302, 0.6835], [-6.2482, -1.7668, -2.8142], [-5.0513, -2.2680, -2.2440], [-3.9004, -1.5594, -2.5865], [-3.9549, -0.4397, -3.4122], [-5.1971, -0.0335, -3.9622], [-6.3681, -0.7709, -3.7405], [-2.7413, 0.4320, -3.7279], [-2.9389, 1.5364, -4.2699], [-1.5626, 0.0294, -3.5516], [-7.1217, -2.3775, -2.6400], [-4.9472, -3.1639, -1.6498], [-2.9034, -1.9176, -2.3765], [-5.1857, 0.7702, -4.6837], [-7.2929, -0.5951, -4.2698], [3.7224, -0.7242, 2.0546], [2.4305, -0.7356, 2.6596], [2.3239, -0.2152, 3.9450], [3.3855, 0.3871, 4.6515], [4.5711, 0.4617, 3.9117], [4.7800, -0.1037, 2.6790], [3.2055, 0.9736, 6.0515], [2.1236, 0.9142, 6.5517], [4.1468, 1.5227, 6.6150], [3.8253, -1.2170, 1.0991], [1.5644, -1.1475, 2.1631], [1.3735, -0.3231, 4.4466], [5.2419, 1.0423, 4.5276], [5.7039, 0.1323, 2.1721], [2.6784, 3.2464, 2.7498], [1.8298, 2.6689, 1.8168], [2.2497, 2.3615, 0.6286], [3.6120, 2.5151, 0.2350], [4.4946, 3.1643, 1.1929], [3.9871, 3.4641, 2.4328], [4.1136, 2.0712, -1.0293], [3.3963, 1.3433, -1.7445], [5.2457, 2.4773, -1.2635], [2.2348, 3.5253, 3.6942], [0.7806, 2.5456, 2.0410], [1.5797, 1.8887, -0.0742], [5.5097, 3.4924, 1.0243], [4.6802, 3.9938, 3.0697]],
  "forces_ev_per_angstrom": [[-2.0700, 0.6566, 4.1363], [-0.2199, 2.2883, 0.8065], [1.8005, -0.7514, -3.2969], [-0.3177, 0.3492, 0.7997], [0.2136, -0.8324, -0.6767], [0.2622, -0.7380, -0.5548], [1.0351, 0.7056, -0.6412], [-2.8143, -0.6119, 2.1383], [1.3686, -0.0198, -0.7482], [0.1849, -1.3577, 0.4512], [-1.5000, -0.2185, 0.1376], [1.3531, 1.0241, -1.6829], [-0.0965, 1.1433, 0.1897], [2.2230, 0.2392, 0.4766], [-0.6465, -1.1337, 0.1022], [-0.1983, -0.4223, 0.1859], [-0.0765, 0.3108, -0.3830], [-0.3400, 0.0953, -0.4131], [-0.1720, -0.1171, 0.0830], [-0.2269, 0.2434, 0.1973], [0.2228, -0.4326, 0.2178], [-0.4001, -1.4473, 0.0440], [-0.5053, 2.5490, -0.3503], [-0.4732, -0.8140, 1.2729], [-0.4416, -0.3066, 0.1575], [0.6764, 0.5499, -0.7276], [-0.0585, 1.2436, -3.2640], [-0.1362, -1.1873, 2.5078], [0.2722, -0.3844, 0.2727], [-0.1008, -0.4897, 0.2844], [0.4527, 0.2642, -0.2822], [0.7914, -0.4570, -0.5953], [0.3955, 0.0120, -0.1118], [-0.3274, 0.3137, 0.3051], [-0.3887, -2.7602, 0.9329], [0.2028, 2.0022, -1.2717], [1.1498, -0.0166, -0.4907], [-1.4343, 0.9295, -0.0965], [0.8372, 0.0293, -0.7065], [1.8871, 0.8636, 0.2964], [1.2487, 0.8205, -1.4291], [-0.1918, -2.0300, 1.2904], [-2.4520, -0.0833, 0.3134], [-0.2861, 0.0242, 0.2198], [-0.3710, 0.0398, 0.0139], [-0.0759, -0.1014, 0.5766], [-0.0425, 0.1975, 0.1091], [0.0532, 0.2369, 0.1254], [-1.8046, -0.3838, 0.0386], [2.1452, 0.3619, 0.4138], [-0.8849, 0.0660, 1.2936], [-0.5000, -1.1159, -2.2404], [-0.3584, 1.2521, 3.3716], [-0.1595, 0.6967, -0.1686], [1.3950, 0.5065, -0.4564], [-1.4378, -0.5886, -0.1882], [0.1517, -0.6175, -1.2507], [0.1684, 0.1686, -0.2080], [0.0763, -0.1051, 0.0235], [-0.1985, 0.1818, 0.0835], [1.1995, 0.0028, -0.6745], [0.1771, -0.4912, -0.0315], [-0.9597, -0.1968, 0.5262], [-1.5580, 1.4239, 3.6123], [2.5593, -2.0364, -5.2195], [-0.2731, 1.2436, 2.9694], [-1.2170, -1.0972, -1.9341], [0.7726, 0.8300, 0.0130], [0.7933, 1.0246, 0.6985], [0.6913, 0.2448, -0.4348], [-1.0564, -1.1918, -1.2225], [0.3212, 0.0951, 0.2396], [-0.0566, -0.0760, 0.2053], [-0.0575, -0.0603, -0.2876], [0.0257, -0.4706, -0.5732], [-0.2216, -0.0855, 0.4794]],
  "mulliken_spin": [0.972, 0.007, -0.018, 0.000, 0.001, -0.002, 0.000, 0.000, -0.001, 0.000, 0.000, 0.000, 0.000, 0.000, 0.001, 0.000, 0.000, 0.001, 0.000, 0.000, 0.000, 0.000, 0.000, 0.002, 0.000, 0.000, 0.020, 0.005, -0.024, 0.000, 0.000, 0.000, -0.001, 0.000, 0.000, 0.000, 0.000, -0.001, 0.000, 0.000, 0.008, 0.000, -0.013, 0.000, 0.000, -0.001, 0.000, 0.000, -0.001, 0.002, 0.001, 0.000, 0.000, 0.002, 0.000, 0.000, 0.000, -0.001, 0.000, 0.000, 0.000, 0.000, 0.004, -0.001, -0.015, 0.006, 0.008, -0.002, 0.025, -0.058, 0.065, 0.000, 0.000, 0.008, 0.000, 0.000]
}